{"formula": "C17H29N5O7", "method": "ωB97M-V/def2-TZVPD", "smiles": "COCCOCC(=O)NC[C@@]1(OC)CCN(C(=O)CCCn2c(O)nnc2O)C1", "lumo_ha": 0.0222, "relative_energy_kj_mol": 22.6, "species": ["C", "O", "C", "C", "O", "C", "C", "O", "N", "C", "C", "O", "C", "C", "C", "N", "C", "O", "C", "C", "C", "N", "C", "O", "N", "N", "C", "O", "C", "H", "H", "H", "H", "H", "H", "H", "H", "H", "H", "H", "H", "H", "H", "H", "H", "H", "H", "H", "H", "H", "H", "H", "H", "H", "H", "H", "H", "H"], "coordinates": [[-4.2841, 6.3723, 0.2416], [-3.1447, 5.6699, -0.1998], [-3.3913, 4.9546, -1.3861], [-2.2021, 4.0873, -1.6949], [-2.0385, 3.1479, -0.6369], [-1.0815, 2.1419, -0.9421], [-1.6133, 1.1993, -2.0250], [-1.0006, 0.9728, -3.0539], [-2.8299, 0.6996, -1.7225], [-3.6253, -0.0679, -2.6465], [-4.5813, 0.7958, -3.4908], [-3.8911, 1.6841, -4.3431], [-3.1366, 1.0852, -5.3849], [-5.6225, -0.0978, -4.1844], [-6.6626, -0.3744, -3.0948], [-6.5242, 0.7658, -2.1854], [-7.2240, 0.8011, -1.0243], [-8.0300, -0.0724, -0.7452], [-6.9241, 1.9712, -0.0990], [-7.4713, 1.7813, 1.3149], [-6.4683, 2.2033, 2.3891], [-5.2157, 1.4676, 2.2354], [-4.0965, 1.8740, 1.5619], [-3.9212, 3.1604, 1.2880], [-3.3206, 0.8811, 1.2576], [-3.9478, -0.2798, 1.7433], [-5.0460, 0.1109, 2.2897], [-5.9748, -0.6431, 2.8880], [-5.4696, 1.6693, -2.6071], [-4.0114, 6.8982, 1.1535], [-4.6173, 7.1009, -0.5066], [-5.1094, 5.6838, 0.4573], [-4.2874, 4.3285, -1.2694], [-3.5664, 5.6351, -2.2304], [-2.3799, 3.5679, -2.6439], [-1.2949, 4.6937, -1.7827], [-0.1491, 2.5844, -1.2982], [-0.9044, 1.5902, -0.0190], [-3.1275, 0.7938, -0.7557], [-2.9652, -0.6285, -3.3100], [-4.2093, -0.7924, -2.0767], [-2.7481, 1.9028, -5.9878], [-2.2910, 0.5166, -4.9963], [-3.7659, 0.4515, -6.0171], [-6.0645, 0.4750, -5.0023], [-5.2064, -1.0194, -4.5914], [-7.6790, -0.4425, -3.4814], [-6.4627, -1.3021, -2.5541], [-5.8410, 2.0818, -0.0649], [-7.2896, 2.8922, -0.5611], [-8.4016, 2.3312, 1.4609], [-7.7164, 0.7283, 1.4539], [-6.2131, 3.2605, 2.3275], [-6.8652, 2.0071, 3.3840], [-3.1310, 3.2500, 0.7044], [-5.7010, -1.5648, 2.7916], [-4.9112, 2.0821, -1.7690], [-5.8510, 2.4993, -3.2099]], "forces_ev_per_a": [[-0.01, 0.01, 0.01], [0.01, 0.00, -0.01], [-0.01, 0.01, -0.02], [-0.05, 0.00, -0.02], [0.12, 0.04, -0.02], [0.02, -0.07, 0.00], [-0.03, 0.05, 0.00], [0.03, 0.00, 0.00], [0.04, 0.01, -0.01], [0.00, -0.02, -0.03], [-0.05, -0.01, 0.02], [0.00, 0.00, 0.01], [0.02, 0.00, -0.02], [0.00, 0.02, -0.01], [0.03, 0.02, -0.01], [-0.03, -0.04, 0.09], [0.03, -0.01, -0.03], [-0.01, 0.01, 0.01], [0.03, 0.01, 0.01], [-0.02, -0.06, 0.00], [0.00, -0.03, -0.01], [0.00, -0.02, -0.02], [-0.01, 0.15, 0.03], [-0.11, -0.09, 0.12], [0.00, -0.02, 0.01], [-0.01, -0.01, -0.03], [0.00, -0.01, 0.03], [0.01, 0.01, -0.01], [0.06, 0.03, 0.01], [0.00, -0.01, 0.00], [0.00, 0.00, -0.01], [0.00, -0.01, 0.00], [0.00, -0.01, 0.00], [-0.01, 0.01, 0.01], [0.02, -0.02, 0.01], [0.00, 0.00, -0.01], [-0.02, 0.00, -0.01], [-0.02, 0.00, 0.00], [-0.01, -0.02, 0.02], [-0.01, 0.00, 0.00], [-0.02, 0.00, 0.01], [-0.02, 0.00, -0.01], [-0.01, 0.00, 0.00], [-0.01, 0.00, 0.00], [0.01, -0.02, -0.02], [0.01, 0.01, 0.00], [0.00, 0.00, -0.01], [-0.02, 0.01, 0.01], [0.00, 0.06, 0.02], [-0.04, -0.02, -0.02], [0.02, 0.03, -0.01], [-0.02, 0.00, 0.00], [0.00, 0.00, -0.02], [0.00, 0.00, 0.00], [0.05, 0.02, -0.06], [0.00, 0.00, 0.00], [0.01, -0.01, -0.01], [0.00, 0.00, -0.01]], "nbo_charge": [-0.2457, -0.5389, -0.0848, -0.0890, -0.5654, -0.1571, 0.6548, -0.6327, -0.6448, -0.2652, 0.2689, -0.5436, -0.2610, -0.4469, -0.2132, -0.4373, 0.6910, -0.6338, -0.5035, -0.4217, -0.2087, -0.4163, 0.6337, -0.6898, -0.4243, -0.3695, 0.6109, -0.6589, -0.2288, 0.1981, 0.1650, 0.1674, 0.1676, 0.1788, 0.2001, 0.1873, 0.1984, 0.2303, 0.4366, 0.2286, 0.2152, 0.1968, 0.2017, 0.1612, 0.2204, 0.2220, 0.2152, 0.2047, 0.2160, 0.2321, 0.2201, 0.2478, 0.2228, 0.2221, 0.5370, 0.5087, 0.2149, 0.2044]}



{"formula": "C17H29NO11PS", "method": "ωB97M-V/def2-TZVPD", "lumo_ha": 0.0889, "total_charge": -1, "species": ["C", "C", "S", "C", "C", "N", "C", "O", "O", "P", "O", "O", "O", "H", "H", "H", "H", "H", "H", "H", "H", "H", "H", "H", "O", "C", "O", "C", "C", "C", "H", "H", "H", "H", "H", "H", "O", "C", "O", "C", "C", "C", "H", "H", "H", "H", "H", "H", "O", "C", "O", "C", "C", "C", "H", "H", "H", "H", "H", "H"], "coordinates": [[5.1379, 2.6320, 0.3098], [4.1777, 1.6618, 1.0089], [2.8546, 2.5888, 1.8169], [1.4609, 1.4428, 1.7918], [0.4248, 1.6402, 0.6834], [-0.1146, 3.0077, 0.8182], [-0.7371, 0.5976, 0.9417], [-1.5726, 0.9997, 1.7634], [-0.6791, -0.4822, 0.3028], [0.9866, 1.4341, -1.0523], [-0.0625, 1.9122, -1.9759], [1.4726, -0.0502, -1.3527], [2.3515, 2.2584, -1.3184], [4.5922, 3.5253, 0.0264], [5.5522, 2.1944, -0.5910], [5.9302, 2.9216, 0.9909], [3.7744, 0.9440, 0.3066], [4.7251, 1.1016, 1.7594], [1.7775, 0.4033, 1.8256], [0.9209, 1.6274, 2.7138], [-1.0512, 2.9799, 0.4324], [0.3940, 3.6436, 0.2129], [2.3617, -0.0529, -1.7241], [2.0941, 3.1729, -1.4689], [-0.5825, 5.0586, -7.8004], [-0.7888, 4.4076, -6.8154], [0.1486, 3.6192, -6.2564], [-0.4115, 2.8796, -5.1426], [-1.6227, 3.6860, -4.7023], [-2.0815, 4.3054, -6.0236], [-0.6820, 1.8832, -5.4955], [0.3332, 2.7825, -4.3591], [-2.3720, 3.0803, -4.2005], [-1.3105, 4.4701, -4.0125], [-2.7635, 3.6520, -6.5705], [-2.5332, 5.2866, -5.9094], [2.4036, -1.5543, 3.6753], [1.2880, -1.7584, 4.0600], [0.6087, -0.8918, 4.8459], [-0.6678, -1.4527, 5.1975], [-0.9598, -2.4886, 4.1178], [0.4450, -2.9741, 3.7594], [-0.5862, -1.8954, 6.1953], [-1.3967, -0.6465, 5.2247], [-1.6368, -3.2771, 4.4400], [-1.4024, -1.9908, 3.2531], [0.7760, -3.8046, 4.3874], [0.5329, -3.2252, 2.7083], [-0.3133, -3.9167, 0.8921], [-1.3601, -4.4784, 0.8603], [-2.0858, -4.7562, 1.9811], [-3.2536, -5.5156, 1.6428], [-3.5086, -5.2300, 0.1666], [-2.0898, -5.0128, -0.3580], [-3.0441, -6.5726, 1.8286], [-4.0700, -5.1999, 2.2883], [-4.0561, -6.0270, -0.3334], [-4.0813, -4.3083, 0.0636], [-1.6121, -5.9457, -0.6618], [-2.0352, -4.2926, -1.1684]], "forces_ev_per_a": [[-0.44, -0.12, 0.23], [0.36, 0.08, -0.02], [-0.04, 0.12, 0.11], [-0.27, -0.42, -0.16], [0.46, 0.27, -0.12], [0.00, -0.04, -0.43], [-0.27, -0.58, -0.39], [-0.17, -0.16, 0.18], [0.16, 0.76, 0.48], [-1.58, -0.40, -0.05], [-0.02, 0.25, -0.21], [0.70, -0.03, 0.17], [0.28, -0.07, 0.09], [0.00, 0.19, -0.16], [0.24, -0.10, -0.09], [0.24, 0.11, -0.01], [-0.27, -0.01, -0.11], [0.00, -0.20, 0.15], [0.37, -0.06, 0.00], [-0.13, 0.04, 0.16], [-0.16, 0.03, 0.18], [0.16, 0.13, 0.15], [0.04, -0.04, -0.07], [0.18, 0.17, -0.08], [0.06, 0.07, -0.06], [-0.16, -0.05, -0.03], [-0.01, -0.03, 0.05], [0.03, -0.06, 0.22], [-0.09, 0.08, -0.15], [0.21, -0.03, 0.36], [-0.01, 0.00, -0.03], [0.06, -0.01, -0.06], [0.04, -0.06, 0.00], [0.01, -0.02, 0.04], [-0.03, 0.03, -0.04], [-0.07, 0.01, -0.17], [0.16, 0.28, 0.17], [0.18, -0.32, -0.20], [0.06, -0.01, 0.07], [-0.19, 0.00, -0.05], [0.05, 0.00, -0.07], [-0.50, 0.35, 0.03], [0.04, -0.02, -0.01], [0.07, 0.08, -0.02], [0.02, 0.00, 0.09], [0.02, 0.01, -0.02], [0.07, 0.00, -0.04], [0.16, -0.14, 0.09], [0.11, -0.14, 0.01], [0.02, -0.03, -0.28], [-0.04, -0.03, 0.06], [-0.05, 0.00, -0.04], [0.09, 0.01, -0.08], [-0.40, 0.12, 0.13], [0.00, -0.01, -0.02], [0.05, 0.04, 0.06], [0.03, -0.05, 0.04], [0.00, 0.01, 0.01], [0.04, 0.01, -0.03], [0.17, -0.01, -0.03]], "nbo_charge": [-0.6143, -0.5255, 0.1682, -0.5405, -0.3892, -0.8116, 0.7675, -0.7508, -0.7574, 2.3431, -1.1495, -0.9620, -1.0130, 0.2102, 0.2055, 0.1986, 0.2097, 0.2063, 0.2437, 0.2556, 0.3803, 0.3318, 0.4950, 0.5024, -0.5884, 0.7915, -0.4930, -0.0741, -0.4249, -0.5295, 0.1756, 0.2311, 0.2343, 0.2113, 0.2283, 0.2338, -0.5867, 0.8014, -0.4922, -0.0675, -0.4370, -0.5457, 0.1567, 0.2030, 0.2077, 0.2467, 0.2135, 0.2887, -0.5317, 0.7961, -0.5017, -0.0672, -0.4302, -0.5282, 0.1674, 0.1937, 0.2118, 0.2190, 0.2258, 0.2559]}



Record order is preserved below.
Max |F|: 0.004 0.032 hartree/bohr
Record order is preserved below.
E_HOMO: -8.92 -4.96 eV
Record order is preserved below.
Frontier orbital gap: 9.52 7.38 eV